Arrangement a

C7H10O3 | ωB97M-V with the def2-TZVPD basis set

net charge	0
SMILES	C#C[C@]1(O)CCO[C@]1(C)O
HOMO	-9.645	eV
gap between HOMO and LUMO	10.418	eV
multiplicity	1

Positions of all 20 atoms, in Å:
C  -3.09  0.97  0.31
C  -2.05  0.39  0.17
C  -0.57  -1.62  0.26
C  0.95  -1.70  0.30
C  -0.87  -0.24  -0.24
C  0.46  0.57  0.31
C  0.88  1.86  -0.29
O  1.52  -0.40  0.18
O  -0.85  -0.15  -1.59
O  0.22  0.79  1.74
H  -3.78  1.63  0.68
H  -1.03  -2.35  -0.33
H  -1.08  -1.75  1.30
H  1.24  -2.22  1.19
H  1.34  -2.29  -0.64
H  1.54  1.76  -1.24
H  1.57  2.57  0.21
H  0.13  2.60  -0.64
H  -0.28  -0.86  -1.86
H  1.12  1.07  2.15

***

Arrangement b

C7H10O3 | ωB97M-V with the def2-TZVPD basis set

net charge	0
HOMO	-9.759	eV
gap between HOMO and LUMO	10.317	eV
multiplicity	1

Positions of all 20 atoms, in Å:
O  2.57  -2.39  1.73
C  3.12  -1.31  1.31
H  4.23  -1.25  1.33
O  2.46  -0.49  0.65
C  -0.01  -0.12  0.44
C  0.12  0.89  -0.71
C  -1.11  0.30  -1.47
C  -1.77  1.68  -1.60
C  -1.11  1.70  -0.21
C  -1.46  0.21  0.05
H  0.27  0.26  1.43
H  1.01  1.33  -1.19
H  -1.10  -0.53  -2.19
H  -1.34  2.36  -2.36
H  -2.87  1.71  -1.63
H  -1.08  2.49  0.55
H  -2.41  -0.16  0.46
H  1.37  -2.48  1.43
O  -0.10  -1.84  0.78
H  -0.78  -2.37  1.21

***

Winner for stability: arrangement a

***

Arrangement a

CH4FN | ωB97M-V with the def2-TZVPD basis set

net charge	0
SMILES	CNF
HOMO	-9.740	eV
gap between HOMO and LUMO	10.840	eV
multiplicity	1

Positions of all 7 atoms, in Å:
C  0.49  0.17  -0.52
N  -0.58  -0.61  0.62
F  -0.13  -0.07  1.91
H  -0.33  0.89  -0.95
H  1.41  0.62  -0.21
H  0.69  -0.60  -1.25
H  -1.55  -0.40  0.40

***

Arrangement b

CH4FN | ωB97M-V with the def2-TZVPD basis set

net charge	0
SMILES	NCF
HOMO	-9.671	eV
gap between HOMO and LUMO	10.870	eV
multiplicity	1

Positions of all 7 atoms, in Å:
C  -0.60  -0.20  -0.80
N  0.05  0.81  0.54
F  -1.88  -0.27  -0.59
H  -0.16  -1.14  -0.65
H  -0.31  0.10  -1.83
H  0.21  1.76  0.39
H  -0.76  0.69  1.16

***

Winner for stability: arrangement b

***

Arrangement a

C6H5Cl2N | ωB97M-V with the def2-TZVPD basis set

net charge	0
HOMO (alpha / beta)	-8.991 / -9.329	eV
gap between HOMO and LUMO (alpha / beta)	7.300 / 8.603	eV
multiplicity	1

Positions of all 14 atoms, in Å:
C  1.91  2.07  1.57
C  -1.65  1.15  0.59
C  1.82  1.02  0.69
C  -0.81  0.86  1.54
C  2.20  0.03  -0.08
C  1.38  -1.04  -0.73
N  1.78  2.93  2.35
Cl  -0.74  0.47  3.17
Cl  4.03  -0.05  -0.47
H  -2.55  1.64  0.82
H  -1.39  1.48  -0.38
H  1.32  -0.69  -1.84
H  0.30  -0.96  -0.49
H  1.87  -2.14  -0.79

***

Arrangement b

C6H5Cl2N | ωB97M-V with the def2-TZVPD basis set

net charge	0
HOMO (alpha / beta)	-8.894 / -9.434	eV
gap between HOMO and LUMO (alpha / beta)	7.303 / 8.710	eV
multiplicity	1

Positions of all 14 atoms, in Å:
C  1.85  -0.96  -0.96
C  -1.07  1.27  -1.94
C  0.82  -0.77  -0.09
C  -0.07  1.55  -1.17
C  0.42  -1.16  1.10
C  -0.58  -0.40  1.87
N  2.72  -1.16  -1.72
Cl  0.93  2.74  -0.55
Cl  0.84  -2.63  1.94
H  -1.37  2.05  -2.75
H  -1.46  0.22  -1.86
H  -1.60  -1.03  1.96
H  -1.05  0.43  1.33
H  -0.38  -0.15  2.84

***

Winner for stability: arrangement b

***

Arrangement a

C27H41NP2Pt | ωB97M-V with the def2-TZVPD basis set

net charge	+2
HOMO (alpha / beta)	-9.581 / -13.588	eV
gap between HOMO and LUMO (alpha / beta)	3.837 / 3.747	eV
multiplicity	5

Positions of all 72 atoms, in Å:
P  -1.42  1.86  0.50
P  0.50  -1.13  -0.35
C  -1.57  0.77  -0.95
C  -1.18  -0.70  -0.85
H  -1.13  1.28  -1.82
H  -2.66  0.80  -1.03
H  -1.93  -1.29  -0.30
H  -1.09  -1.11  -1.86
C  1.63  -0.93  -1.74
H  2.60  -1.36  -1.44
H  1.77  0.15  -1.94
H  1.24  -1.44  -2.63
C  0.40  -2.83  0.25
H  -0.03  -3.47  -0.54
H  -0.22  -2.85  1.15
H  1.42  -3.16  0.51
C  -1.17  3.58  0.06
H  -0.89  4.13  0.97
H  -2.11  3.97  -0.35
H  -0.35  3.66  -0.67
C  -2.81  1.59  1.62
H  -2.84  0.54  1.92
H  -3.74  1.87  1.09
H  -2.66  2.22  2.50
Pt  0.40  0.67  1.04
C  -2.88  -1.57  -2.95
C  -1.92  -0.99  -3.71
C  -2.24  -0.07  -4.84
C  -3.31  0.99  -4.51
C  -3.34  1.40  -3.06
C  -4.18  0.86  -2.15
C  -5.05  -0.33  -2.44
C  -4.35  -1.46  -3.22
C  0.38  2.01  2.64
H  -2.65  -2.38  -2.25
H  -0.91  -1.41  -3.77
H  -2.57  -0.65  -5.72
H  -1.32  0.45  -5.16
H  -3.09  1.89  -5.11
H  -4.30  0.64  -4.85
H  -2.76  2.31  -2.86
H  -4.50  1.43  -1.26
H  -5.95  -0.01  -3.00
H  -5.43  -0.75  -1.49
H  -4.82  -2.41  -2.91
H  -4.57  -1.37  -4.30
H  0.56  1.43  3.55
H  -0.52  2.62  2.82
H  1.23  2.70  2.53
C  4.02  -3.80  1.75
C  4.30  -2.81  0.80
C  3.68  -1.56  0.87
C  2.72  -1.30  1.89
C  2.46  -2.30  2.85
C  3.10  -3.53  2.78
N  2.19  0.00  2.02
C  3.06  0.79  2.80
C  3.34  0.44  4.15
C  4.25  1.17  4.91
C  4.94  2.25  4.35
C  4.69  2.59  3.02
C  3.75  1.90  2.26
H  4.52  -4.76  1.70
H  5.02  -3.00  0.01
H  3.94  -0.75  0.20
H  1.76  -2.07  3.66
H  2.90  -4.29  3.54
H  2.83  -0.42  4.59
H  4.43  0.89  5.96
H  5.67  2.81  4.95
H  5.24  3.43  2.56
H  3.54  2.17  1.23

***

Arrangement b

C27H41NP2Pt | ωB97M-V with the def2-TZVPD basis set

net charge	+2
HOMO (alpha / beta)	-11.198 / -14.172	eV
gap between HOMO and LUMO (alpha / beta)	5.565 / 7.189	eV
multiplicity	5

Positions of all 72 atoms, in Å:
P  -3.07  0.86  0.45
P  2.17  -0.82  -0.71
C  0.13  1.74  -1.47
C  1.14  0.78  -1.60
H  0.57  2.15  0.70
H  -0.88  1.55  -1.74
H  0.81  0.20  -2.53
H  2.09  1.28  -1.72
C  3.14  0.08  0.53
H  3.99  -0.51  0.87
H  2.45  0.26  1.39
H  3.58  0.97  0.07
C  3.05  -0.81  -2.30
H  3.53  0.17  -2.48
H  2.26  -1.06  -3.03
H  3.85  -1.55  -2.40
C  -3.47  1.60  2.10
H  -4.06  0.94  2.72
H  -3.91  2.62  2.13
H  -2.48  1.61  2.67
C  -4.07  1.27  -0.98
H  -3.44  1.16  -1.86
H  -4.57  2.22  -1.08
H  -4.84  0.53  -1.06
Pt  -0.98  1.58  0.70
C  0.75  3.19  -1.25
C  1.18  2.97  0.23
C  1.02  4.17  1.18
C  -0.40  4.65  1.32
C  -1.30  3.54  0.96
C  -1.99  3.43  -0.26
C  -1.60  4.20  -1.46
C  -0.10  4.36  -1.67
C  -2.90  -0.98  0.72
H  1.60  3.23  -2.00
H  2.15  2.46  0.41
H  1.61  5.06  0.98
H  1.32  3.83  2.18
H  -0.65  4.88  2.36
H  -0.68  5.60  0.83
H  -1.75  3.22  1.93
H  -3.10  3.41  -0.20
H  -2.05  5.18  -1.35
H  -2.07  3.74  -2.34
H  -0.04  4.44  -2.77
H  0.25  5.39  -1.46
H  -2.47  -1.47  -0.10
H  -4.00  -0.98  0.69
H  -2.54  -1.34  1.67
C  3.64  -4.07  -1.66
C  3.78  -3.57  -0.37
C  2.75  -2.87  0.25
C  1.43  -2.84  -0.38
C  1.33  -3.38  -1.72
C  2.41  -4.00  -2.32
N  0.29  -2.58  0.41
C  -0.35  -3.55  1.07
C  -0.76  -4.79  0.48
C  -1.06  -5.89  1.29
C  -1.12  -5.76  2.68
C  -0.93  -4.49  3.25
C  -0.61  -3.40  2.46
H  4.49  -4.55  -2.16
H  4.72  -3.69  0.15
H  2.76  -2.68  1.32
H  0.36  -3.29  -2.21
H  2.29  -4.45  -3.29
H  -0.74  -4.86  -0.60
H  -1.20  -6.88  0.85
H  -1.32  -6.63  3.33
H  -0.97  -4.36  4.33
H  -0.45  -2.40  2.86

***

Winner for stability: arrangement a